Here is C33H13Cl60N2O4PS as an isolated structure in a non-equilibrium geometry from the OMol25 dataset. Energies are from wB97M-V/def2-TZVPD.

The geometry in XYZ format:
```
114
Properties=species:S:1:pos:R:3:forces:R:3:mulliken_charge:R:1
C 4.044 0.962 -1.240 -1.2 -0.1 1.7 -0.142
P 3.506 0.683 -3.076 0.1 0.2 -0.6 0.052
O 3.269 -1.029 -3.280 -0.7 1.7 3.0 -0.426
C 1.781 1.522 -3.184 -3.3 0.7 0.5 0.668
C 0.478 0.518 -2.947 -1.4 4.2 -0.6 -0.577
C -1.015 1.195 -2.972 3.0 1.9 -0.4 0.163
C -1.095 2.835 -3.240 1.6 -0.9 0.1 0.340
C 0.193 3.810 -3.519 0.1 -4.6 0.9 -0.617
C 1.690 3.132 -3.490 -3.7 -1.7 0.4 0.305
C 2.970 4.133 -3.763 -0.8 -0.3 0.5 -0.855
C 3.404 4.748 -2.276 -3.4 3.9 2.2 0.283
O 2.683 5.704 -1.632 4.8 -6.2 -4.6 -0.375
C -2.642 3.469 -3.204 -1.1 2.4 -2.6 0.010
O -3.055 4.382 -4.087 2.4 -5.2 5.6 -0.587
C -3.607 2.824 -1.999 -1.4 -1.7 2.1 -0.011
C -4.614 3.737 -1.067 0.2 -2.3 -0.3 0.608
N -4.613 5.235 -1.323 -0.9 -3.1 0.7 -0.570
C -5.536 3.005 0.117 2.4 -2.2 -2.1 -0.595
C -5.444 1.349 0.335 2.4 2.1 -2.8 0.303
N -6.305 0.720 1.441 7.0 -0.4 4.1 -0.560
C -5.377 0.486 2.456 -1.0 1.0 -2.0 0.231
S -4.164 0.308 3.682 -4.5 0.5 -4.3 0.030
C -4.441 0.405 -0.583 -0.1 4.2 -0.9 0.156
C -3.530 1.175 -1.736 -1.5 1.7 1.4 0.355
C -2.438 0.358 -2.705 -0.9 -3.7 -1.7 0.110
O -2.688 -0.849 -3.236 1.7 7.6 3.8 -0.401
H 4.316 -0.067 -0.748 -0.3 2.1 -1.0 -0.058
H 4.932 1.717 -1.122 -1.6 -1.6 -0.5 0.232
H 3.123 1.389 -0.611 2.0 -0.9 -1.4 -0.029
H 3.061 -1.391 -2.350 -0.1 0.7 -2.2 0.277
H 0.613 -0.651 -2.750 -0.3 3.0 -0.6 0.174
H 0.029 4.955 -3.694 0.3 -2.5 0.4 0.278
H 3.830 3.525 -4.274 -1.5 1.1 1.3 0.370
H 2.639 5.003 -4.509 0.6 -1.9 1.9 0.345
H 4.361 4.271 -1.766 -1.9 1.0 -0.9 0.192
H -5.332 5.734 -0.750 0.9 -0.8 -0.9 0.262
H -4.669 5.470 -2.338 0.1 -0.5 1.2 0.282
H -6.237 3.666 0.810 1.7 -1.7 -1.7 0.185
H -4.371 -0.767 -0.413 -0.2 3.1 -0.6 -0.144
C -2.905 -2.882 -6.351 0.0 0.1 0.0 0.218
Cl -2.083 -4.431 -6.664 -0.1 0.3 0.1 -0.090
Cl -1.689 -1.600 -6.123 -0.3 -0.4 -0.2 -0.048
Cl -3.948 -2.472 -7.737 0.5 -0.1 0.3 -0.091
Cl -3.901 -3.024 -4.880 0.2 0.0 -0.5 0.007
C 5.495 8.477 -1.524 -0.2 0.0 0.0 0.269
Cl 6.317 6.928 -1.837 -0.3 0.3 -0.1 -0.090
Cl 6.711 9.759 -1.296 -0.3 -0.3 0.0 -0.092
Cl 4.452 8.887 -2.909 0.3 -0.1 0.3 -0.091
Cl 4.499 8.335 -0.053 0.3 0.1 -0.4 -0.030
C -3.205 -3.492 2.394 0.0 -0.1 0.1 0.171
Cl -2.980 -5.188 1.895 -0.1 0.5 0.1 -0.056
Cl -4.301 -3.427 3.798 0.3 0.0 -0.4 -0.041
Cl -1.630 -2.789 2.838 -0.4 -0.1 -0.1 -0.090
Cl -3.911 -2.565 1.046 0.2 -0.4 0.4 -0.009
C 0.995 4.630 1.589 -0.1 0.3 0.0 0.091
Cl -0.594 4.652 0.782 0.4 -0.1 0.2 -0.045
Cl 1.891 3.172 1.095 -0.1 0.3 0.1 -0.031
Cl 1.918 6.081 1.123 -0.3 -0.5 0.4 -0.007
Cl 0.763 4.615 3.355 -0.2 0.0 -0.5 -0.072
C -4.105 -5.768 -10.259 0.0 0.0 0.0 0.281
Cl -4.813 -5.793 -8.624 0.1 -0.1 -0.5 -0.028
Cl -2.898 -4.462 -10.364 -0.3 -0.4 -0.1 -0.071
Cl -3.318 -7.332 -10.589 -0.2 0.4 0.1 -0.096
Cl -5.392 -5.486 -11.459 0.3 -0.1 0.3 -0.094
C -4.705 -6.996 -1.657 -0.1 0.1 0.0 0.200
Cl -4.510 -5.800 -2.963 0.2 -0.3 0.4 0.018
Cl -3.111 -7.385 -0.963 -0.3 0.1 -0.2 -0.100
Cl -5.757 -6.322 -0.387 0.4 -0.1 -0.3 -0.044
Cl -5.444 -8.478 -2.315 0.2 0.4 0.2 -0.076
C 5.495 -3.422 -0.131 0.0 -0.2 0.2 0.224
Cl 4.419 -4.230 1.037 0.6 0.4 -0.5 0.019
Cl 4.514 -2.545 -1.332 0.8 -0.7 0.3 -0.121
Cl 6.549 -2.272 0.729 -0.3 -0.3 -0.2 -0.099
Cl 6.496 -4.642 -0.958 -0.3 0.4 0.2 -0.091
C 3.395 2.748 6.165 0.1 0.0 -0.1 0.258
Cl 3.590 3.944 4.859 0.2 -0.4 0.5 0.006
Cl 4.989 2.360 6.859 -0.5 0.0 -0.3 -0.054
Cl 2.343 3.422 7.435 0.2 -0.2 -0.3 -0.120
Cl 2.656 1.266 5.507 0.1 0.3 0.1 -0.071
C 4.295 -6.366 4.631 0.1 -0.2 -0.1 0.347
Cl 3.337 -5.898 3.203 -0.1 -0.4 0.7 -0.090
Cl 3.724 -7.941 5.238 0.1 0.4 -0.4 -0.074
Cl 6.013 -6.491 4.178 -0.5 0.1 0.1 -0.077
Cl 4.104 -5.134 5.904 -0.5 0.5 -1.3 -0.133
C -3.805 -0.762 7.720 -0.1 0.0 0.1 0.312
Cl -2.882 -1.099 9.206 -0.2 0.1 -0.4 -0.096
Cl -4.834 -2.164 7.330 0.3 0.3 0.1 -0.089
Cl -4.829 0.675 7.969 0.3 -0.4 -0.1 -0.090
Cl -2.677 -0.462 6.375 -0.1 -0.1 0.5 -0.071
C -9.205 -6.611 -2.972 0.0 0.0 0.0 0.273
Cl -10.623 -5.531 -2.959 0.3 -0.3 0.0 -0.103
Cl -8.894 -7.202 -1.320 -0.2 0.1 -0.5 -0.087
Cl -9.523 -7.995 -4.048 0.1 0.3 0.3 -0.097
Cl -7.782 -5.715 -3.561 -0.5 -0.3 0.2 0.010
C 5.677 -7.516 9.262 0.0 -0.1 0.1 0.285
Cl 5.903 -9.212 8.763 0.0 0.4 0.1 -0.109
Cl 4.582 -7.451 10.665 0.2 0.0 -0.3 -0.105
Cl 7.253 -6.813 9.705 -0.4 -0.2 -0.1 -0.104
Cl 4.971 -6.589 7.914 0.7 -0.7 1.5 0.043
C -6.623 -0.113 -5.856 0.1 0.0 0.1 0.231
Cl -6.458 -0.186 -4.084 0.0 0.0 -0.4 -0.022
Cl -6.900 -1.753 -6.495 -0.2 0.5 0.2 -0.058
Cl -8.002 0.931 -6.282 0.3 -0.2 0.1 -0.105
Cl -5.131 0.555 -6.565 -0.4 -0.1 0.3 -0.074
C 7.477 6.204 2.272 0.0 0.0 0.0 0.251
Cl 7.232 7.701 3.208 0.0 -0.4 -0.2 -0.093
Cl 8.379 6.577 0.781 -0.1 -0.1 0.5 -0.084
Cl 8.403 5.038 3.250 -0.2 0.3 -0.2 -0.093
Cl 5.896 5.501 1.850 0.3 0.1 0.1 0.035
C 7.777 4.335 8.925 0.0 0.1 0.0 0.295
Cl 8.909 2.960 8.868 -0.3 0.3 0.0 -0.095
Cl 7.451 4.904 7.268 0.1 -0.1 0.4 -0.030
Cl 6.252 3.818 9.687 0.4 0.2 -0.1 -0.078
Cl 8.498 5.659 9.876 -0.2 -0.3 -0.2 -0.103
```
Positions in Å, forces in eV/Å.

Output
Net charge   0
Kohn-Sham gap   6.7692 eV
LUMO energy   -0.066 Eh



Here is C33H19N10O2Zr as an isolated structure from the OMol25 dataset. Energies are from wB97M-V/def2-TZVPD.

The geometry in XYZ format:
```
65
Properties=species:S:1:pos:R:3:forces:R:3:mulliken_charge:R:1
Zr -0.560 0.388 -0.434 -0.1 -0.3 0.5 1.892
C 0.614 4.747 4.537 0.0 0.0 0.0 -0.727
C -0.529 4.173 5.105 0.0 0.0 0.0 -0.636
C -1.155 3.083 4.522 0.0 0.0 0.0 -0.157
C -0.602 2.592 3.350 0.0 0.0 0.0 0.068
C -0.986 1.481 2.491 -0.1 0.0 0.0 0.217
N -2.010 0.691 2.746 0.1 0.0 0.0 -0.532
C -2.301 -0.392 2.051 0.0 0.0 0.0 0.006
C -3.336 -1.332 2.446 0.0 0.0 0.0 0.247
C -4.245 -1.305 3.495 0.0 0.0 0.0 -0.233
C -5.095 -2.389 3.619 0.0 0.0 0.0 -0.637
C -5.029 -3.471 2.730 0.0 0.0 0.0 -0.664
C -4.113 -3.502 1.693 0.0 0.0 0.0 -0.160
C -3.270 -2.407 1.562 0.0 0.0 0.0 0.297
C -2.193 -2.125 0.626 0.0 0.1 0.1 -0.205
N -1.765 -2.958 -0.276 0.0 -0.1 0.0 -0.575
C -0.697 -2.754 -1.046 0.0 0.0 0.0 -0.107
N 0.062 -1.619 -1.097 -0.2 0.3 0.1 -0.021
C 1.094 -1.822 -1.996 0.1 0.0 -0.1 -0.452
N 2.056 -0.967 -2.303 0.0 0.0 0.0 -0.413
C 2.277 0.186 -1.712 0.0 0.0 0.0 -0.285
N 1.547 0.738 -0.663 -0.1 0.0 0.0 -0.047
C 2.182 1.876 -0.242 0.0 -0.1 -0.1 -0.037
N 1.849 2.637 0.795 0.0 0.1 0.0 -0.501
C 0.839 2.397 1.583 -0.1 0.0 0.0 -0.347
N -0.110 1.399 1.443 0.1 -0.1 -0.2 -0.097
C 0.536 3.163 2.785 0.0 0.0 0.0 0.216
C 1.168 4.249 3.368 0.0 0.0 0.0 -0.041
C 3.335 2.109 -1.076 0.0 0.0 0.0 0.370
C 4.296 3.118 -1.062 0.0 0.0 0.0 -0.221
C 5.304 3.042 -1.999 0.0 0.0 0.0 -0.688
C 5.366 1.984 -2.923 0.0 0.0 0.0 -0.655
C 4.421 0.978 -2.933 0.0 0.0 0.0 -0.261
C 3.394 1.058 -1.996 0.0 0.0 0.0 0.314
C 0.971 -3.147 -2.552 0.0 0.0 0.0 0.346
C 1.744 -3.847 -3.476 0.0 0.0 0.0 -0.280
C 1.352 -5.132 -3.786 0.0 0.0 0.0 -0.656
C 0.222 -5.719 -3.186 0.0 0.0 0.0 -0.669
C -0.540 -5.035 -2.264 0.0 0.0 0.0 -0.181
C -0.152 -3.732 -1.953 0.0 0.0 0.0 0.239
N -1.673 -0.864 0.926 0.1 0.1 -0.1 -0.246
H 1.070 5.597 5.026 0.0 0.0 0.0 0.407
H -0.928 4.594 6.018 0.0 0.0 0.0 0.415
H -2.037 2.633 4.957 0.0 0.0 0.0 0.572
H -4.279 -0.468 4.178 0.0 0.0 0.0 0.568
H -5.826 -2.410 4.416 0.0 0.0 0.0 0.425
H -5.710 -4.300 2.865 0.0 0.0 0.0 0.409
H -4.051 -4.338 1.011 0.0 0.0 0.0 0.578
H 2.051 4.684 2.922 0.0 0.0 0.0 0.589
H 4.244 3.923 -0.342 0.0 0.0 0.0 0.576
H 6.069 3.807 -2.029 0.0 0.0 0.0 0.413
H 6.178 1.962 -3.638 0.0 0.0 0.0 0.411
H 4.472 0.158 -3.636 0.0 0.0 0.0 0.572
H 2.617 -3.393 -3.925 0.0 0.0 0.0 0.571
H 1.922 -5.709 -4.502 0.0 0.0 0.0 0.415
H -0.046 -6.732 -3.457 0.0 0.0 0.0 0.401
H -1.404 -5.486 -1.795 0.0 0.0 0.0 0.571
N -0.684 0.610 -2.775 0.2 0.3 -0.3 -0.418
N -0.675 2.030 -2.886 -0.2 -0.1 0.1 -0.167
C -1.529 2.693 -1.961 0.2 -0.1 -0.3 0.458
O -1.832 3.833 -2.120 -0.2 0.0 0.1 -0.556
O -1.828 1.891 -0.942 0.1 0.1 0.1 -0.625
H 0.150 0.248 -3.233 0.0 0.0 0.0 0.364
H -1.508 0.203 -3.221 0.1 -0.1 -0.1 0.281
H -0.702 2.402 -3.826 0.0 0.0 0.0 0.288
```
Positions in Å, forces in eV/Å.

Output
Net charge   +1
Energy relative to the best compared isomer or geometry (same formula, charge and spin)   0.0 kcal per mole
Kohn-Sham gap (spin up / spin down)   4.6766 / 4.6761 eV
LUMO energy (spin up / spin down)   -0.175 / -0.175 Eh



Here is C33H21BrN6O6S2W as an isolated structure in a non-equilibrium geometry from the OMol25 dataset. Energies are from wB97M-V/def2-TZVPD.

The geometry in XYZ format:
```
70
Properties=species:S:1:pos:R:3:forces:R:3:mulliken_charge:R:1
W -0.665 -0.150 -0.187 1.6 -1.6 8.1 1.044
S -0.452 -2.130 1.754 0.2 0.3 -0.3 -0.402
C 0.653 -0.944 2.315 -0.4 0.3 -0.5 0.596
C 1.522 -1.087 3.396 0.3 0.4 0.0 -0.841
C 2.421 -0.074 3.670 -0.3 -0.1 -0.4 -0.190
C 2.415 1.073 2.870 0.0 -0.1 0.2 -0.948
C 1.505 1.177 1.842 -0.4 -0.2 -0.4 -0.136
N 0.626 0.185 1.542 0.9 -0.4 1.0 0.104
H 1.490 -1.999 3.968 0.0 -0.1 0.1 0.455
H 3.127 -0.172 4.477 0.1 0.0 0.2 0.418
H 3.122 1.868 3.044 0.0 0.1 0.0 0.439
H 1.452 2.061 1.215 0.0 -0.2 0.1 0.441
Br -5.586 5.529 -1.087 -0.1 -0.2 0.0 -0.206
C -6.198 3.730 -1.199 0.0 0.2 0.0 -0.103
C -7.461 3.407 -0.723 0.3 0.3 0.0 -0.428
C -7.877 2.095 -0.761 0.3 -0.6 -0.1 -0.173
C -7.033 1.089 -1.262 0.9 1.7 0.1 -0.290
C -5.797 1.460 -1.821 -0.4 -0.3 0.1 -0.027
C -5.381 2.773 -1.780 0.0 0.2 0.1 -0.371
N -7.565 -0.182 -1.287 -0.6 -1.4 -0.4 -0.411
N -6.908 -1.239 -1.378 -2.2 -0.2 0.1 -0.604
C -5.576 -1.412 -1.172 2.3 -0.3 -0.1 0.044
C -4.895 -2.233 -2.077 -1.1 0.8 0.6 -0.398
C -3.519 -2.357 -2.056 1.5 0.5 0.7 -0.913
C -2.776 -1.684 -1.089 -0.3 -0.6 -0.3 0.079
O -1.435 -1.600 -1.075 -2.0 -2.6 -1.7 -0.418
C -3.442 -0.995 -0.056 -0.7 0.2 0.8 1.030
N -2.627 -0.415 0.895 -1.9 0.3 -0.5 -0.081
C -3.233 0.206 1.916 1.6 -0.6 -0.8 -0.102
C -4.608 0.327 2.017 -1.1 -0.4 -0.6 -1.339
C -5.429 -0.175 1.015 0.5 0.4 0.8 -0.684
C -4.853 -0.853 -0.063 0.5 -0.4 -0.4 0.361
H -8.109 4.179 -0.338 0.0 0.1 0.1 0.421
H -8.857 1.816 -0.400 -0.1 -0.1 0.0 0.469
H -5.167 0.735 -2.317 0.1 0.0 0.0 0.609
H -4.417 3.042 -2.188 0.0 0.1 -0.1 0.549
H -5.463 -2.676 -2.881 -0.1 -0.1 0.0 0.421
H -2.994 -2.904 -2.822 0.1 -0.1 -0.1 0.545
H -2.581 0.626 2.676 0.0 0.0 -0.2 0.553
H -5.035 0.837 2.865 0.0 0.0 0.1 0.429
H -6.499 -0.046 1.074 -0.1 0.0 0.0 0.636
O 2.638 1.705 -1.666 -0.5 -0.4 0.2 -0.756
C 1.848 0.869 -1.263 0.1 0.8 -0.1 0.290
O 0.602 1.133 -0.874 2.1 1.1 -0.9 -0.169
C 2.134 -0.562 -1.118 -0.8 -1.1 0.4 0.630
C 3.384 -1.142 -1.331 -0.2 0.3 0.1 -0.912
C 3.527 -2.508 -1.239 -0.8 -0.3 0.1 -0.415
C 2.364 -3.274 -1.020 0.9 0.5 -0.1 -0.890
C 1.168 -2.651 -0.802 -0.9 0.4 0.2 -0.121
N 1.021 -1.297 -0.756 1.6 0.2 -1.7 0.393
H 4.206 -0.487 -1.573 0.0 0.1 0.0 0.527
H 4.485 -2.987 -1.353 0.1 0.0 -0.1 0.460
H 2.407 -4.350 -1.013 0.0 -0.1 0.0 0.440
H 0.260 -3.226 -0.646 0.2 0.2 0.0 0.416
O -2.798 0.727 -3.707 -0.5 0.5 0.0 -0.714
S -1.711 1.038 -2.834 1.2 -1.4 -1.2 1.342
O -0.570 0.137 -2.880 -0.8 1.4 -1.7 -0.605
N -2.124 0.980 -1.243 0.5 1.5 -0.8 -0.299
C -1.586 2.055 -0.611 -0.8 -0.1 1.7 0.638
O -1.270 1.886 0.613 -0.5 0.5 -1.8 -0.722
C -1.270 3.165 -1.478 0.4 1.5 -1.2 0.536
C -0.916 4.476 -1.142 -0.3 -0.9 0.1 -0.806
C -0.632 5.361 -2.162 0.1 0.1 -0.4 -0.750
C -0.646 4.955 -3.498 0.0 -0.2 0.3 -0.543
C -0.955 3.641 -3.838 0.0 0.1 -0.2 -1.037
C -1.280 2.769 -2.829 -0.1 -0.1 1.3 0.413
H -0.892 4.772 -0.106 0.0 0.1 0.1 0.608
H -0.388 6.387 -1.928 0.0 0.0 0.0 0.466
H -0.404 5.661 -4.278 0.0 0.1 0.0 0.449
H -0.935 3.309 -4.862 0.0 0.0 -0.2 0.556
```
Positions in Å, forces in eV/Å.

Output
Net charge   0
Energy relative to the best compared isomer or geometry (same formula, charge and spin)   81.7 kcal per mole
Kohn-Sham gap (spin up / spin down)   5.0892 / 5.1065 eV
LUMO energy (spin up / spin down)   -0.036 / -0.036 Eh



Number 1: electronic energy -817043.8176 eV. Number 2: electronic energy -54806.8912 eV. Number 3: electronic energy -149325.6681 eV.